{
  "formula": "CHBr2Cl2P",
  "method": "ωB97M-V/def2-TZVPD",
  "species": ["C", "P", "Cl", "Cl", "Br", "Br", "H"],
  "positions_angstrom": [[0.5301, -0.0178, -0.3381], [-0.6820, 0.1299, 1.0626], [-1.7049, -1.4874, 0.5826], [-1.6446, 1.5891, 0.1355], [1.7796, -1.5601, -0.2022], [1.6357, 1.5155, 0.0180], [0.0862, -0.1692, -1.2583]],
  "nbo_charge": [-0.66, 0.85, -0.26, -0.26, 0.03, 0.08, 0.22],
  "homo_lumo_gap_ev": 10.504,
  "homo_energy_ha": -0.372,
  "e_tot_ha": -6448.49920,
  "e_above_lowest_kj_mol": 19.3,
  "mol_weight_g_mol": 274.7
}